Run A
21
Properties=species:S:1:pos:R:3:mulliken_charge:R:1 method="wB97M-V/def2-TZVPD" homo_ev=-11.202 e_lumo_ev=0.360 smiles=O.O.O.O.O.O.O
O 0.6638 -3.2858 3.0046 -0.6375
H 1.2364 -3.6714 3.6676 0.3152
H 0.5880 -3.9613 2.3306 0.3244
O -4.6086 -1.8118 0.7187 -0.6442
H -4.3242 -1.2540 -0.0053 0.3202
H -4.2201 -1.4117 1.4967 0.3217
O 0.4911 -0.4180 -0.5289 -0.6344
H 0.3878 -0.9493 0.2606 0.3220
H 1.4380 -0.3237 -0.6325 0.3151
O 5.5760 0.7229 -2.6774 -0.6287
H 6.2368 0.0860 -2.4055 0.3132
H 5.9893 1.2073 -3.3921 0.3188
O -3.2688 0.3893 -3.1061 -0.6388
H -3.1689 0.0264 -3.9862 0.3148
H -2.4352 0.2036 -2.6739 0.3215
O -2.8458 1.4116 4.9123 -0.6354
H -2.9786 1.2961 5.8531 0.3171
H -1.8998 1.3291 4.7915 0.3186
O 2.4358 3.7709 -2.2978 -0.6364
H 2.9046 2.9366 -2.3171 0.3145
H 1.8028 3.7071 -3.0130 0.3183

***

Run B
21
Properties=species:S:1:pos:R:3:mulliken_charge:R:1 method="wB97M-V/def2-TZVPD" homo_ev=-10.361 e_lumo_ev=-0.222 smiles=O.O.O.O.O.O.O
O 48.8640 20.1040 38.8560 -0.6434
H 48.4150 19.8630 38.0690 0.3290
H 49.1040 19.1520 39.0970 0.3519
O 44.6060 15.1760 38.7940 -0.5455
H 44.2880 16.0150 39.1460 0.3649
H 44.5720 14.8150 39.5770 0.2520
O 47.2750 16.5250 38.0370 -0.7792
H 47.7530 16.7770 38.8250 0.4130
H 46.3810 16.6370 38.2570 0.2424
O 44.6090 17.7040 39.7540 -0.6485
H 44.8460 18.6940 39.7330 0.3114
H 43.7720 17.6570 40.0600 0.2907
O 48.2070 13.9710 37.9090 -0.6683
H 47.8110 14.8870 37.8970 0.4942
H 48.4560 13.5580 38.8150 0.2773
O 49.1370 17.4620 39.9660 -0.6561
H 50.0060 17.1840 40.0980 0.2803
H 48.8560 17.4670 40.8240 0.2790
O 49.0020 17.2880 35.7900 -0.6377
H 49.9310 17.3670 36.2430 0.3088
H 48.3880 16.9970 36.5390 0.3838

***

Which structure above is the least stable? It is run B.